An isolated ion of composition C4H9O and charge -1, computed with ωB97M-V/def2-TZVPD.

Each line ends with the Löwdin charge.
Element x y z (Å)
1 C -1.43 -1.20 -0.75  -0.128
2 C -0.72 -0.25 0.30  -0.271
3 C 0.58 0.29 -0.27  -0.278
4 C 1.37 1.09 0.76  -0.581
5 O 1.01 2.40 0.90  -0.405
6 H -2.50 -1.35 -0.68  0.044
7 H -1.04 -0.75 -1.68  0.053
8 H -0.84 -2.11 -0.75  0.045
9 H -0.54 -0.84 1.20  0.091
10 H -1.37 0.61 0.44  0.096
11 H 0.42 1.05 -1.04  0.104
12 H 1.17 -0.55 -0.66  0.094
13 H 1.41 0.49 1.71  0.069
14 H 2.47 1.12 0.51  0.067

Calculated values
HOMO-LUMO gap ... 5.93 eV
Structure (SMILES) ... CCCC[O-]
Net charge ... -1
HOMO energy ... -1.842 eV
LUMO energy ... 4.1 eV
Energy relative to the best compared isomer or geometry (same formula, charge and spin) ... 42.85 kJ/mol